Record 1
{
  "formula": "C21H35IO7SSi",
  "method": "ωB97M-V/def2-TZVPD",
  "elements": ["C", "C", "C", "I", "Si", "C", "C", "C", "C", "O", "C", "C", "C", "C", "O", "C", "C", "O", "C", "C", "C", "C", "C", "C", "H", "H", "H", "H", "H", "H", "H", "H", "H", "H", "H", "H", "H", "H", "H", "H", "H", "H", "H", "H", "H", "H", "H", "H", "H", "H", "H", "H", "H", "H", "H", "C", "C", "O", "S", "O", "O", "O", "H", "H", "H", "H"],
  "positions_angstrom": [[1.0736, 3.9115, -2.1252], [0.7666, 2.4967, -1.6028], [-0.7110, 2.0406, -1.7109], [-1.9918, 3.7482, -1.2669], [-1.1383, 0.5641, -0.5718], [-2.7340, -0.3410, -1.0333], [-3.8816, 0.5427, -1.5618], [-3.8285, 0.7631, -3.0781], [-4.9317, 1.7294, -3.6021], [-5.7042, 2.3450, -2.5778], [0.2215, -0.7416, -0.4089], [1.3121, -0.7910, -1.5258], [2.6500, -0.2108, -0.9779], [3.7044, -1.2675, -0.6598], [3.8666, -1.5119, 0.7598], [4.6417, -0.5661, 1.3375], [6.1049, -0.8560, 1.5667], [4.1922, 0.4793, 1.7158], [-1.4071, 1.2559, 1.1801], [-0.3406, 1.2716, 2.0899], [-0.5010, 1.7434, 3.3926], [-1.7281, 2.2453, 3.8036], [-2.8101, 2.2457, 2.9296], [-2.6352, 1.7382, 1.6435], [2.1239, 3.9140, -2.4405], [0.5013, 4.1439, -3.0230], [0.9814, 4.6703, -1.3512], [1.1847, 2.3451, -0.6053], [1.3211, 1.8405, -2.2804], [-0.8942, 1.7419, -2.7450], [-2.5362, -1.1206, -1.7793], [-3.0605, -0.8479, -0.1190], [-4.8195, 0.0097, -1.3642], [-3.9818, 1.5018, -1.0588], [-2.8548, 1.1802, -3.3478], [-3.9724, -0.2133, -3.5483], [-5.5915, 1.1831, -4.2757], [-4.4323, 2.5283, -4.1597], [-5.2450, 3.1500, -2.3200], [0.7272, -0.7214, 0.5557], [-0.2932, -1.7102, -0.4373], [1.0090, -0.2994, -2.4519], [1.5038, -1.8426, -1.7576], [2.4421, 0.4321, -0.1239], [3.0568, 0.4550, -1.7473], [4.6682, -0.8685, -1.0090], [3.5704, -2.2179, -1.1730], [6.6952, 0.0515, 1.4610], [6.2142, -1.1837, 2.6037], [6.4970, -1.6337, 0.9105], [0.6513, 0.9100, 1.8357], [0.3323, 1.7180, 4.0855], [-1.8589, 2.6409, 4.8059], [-3.7868, 2.6233, 3.2075], [-3.5155, 1.7312, 1.0079], [0.5653, -5.1824, 3.1001], [-0.2841, -4.2817, 2.2292], [0.6279, -3.2912, 1.7433], [2.0840, -3.9389, 1.5604], [2.2521, -4.3094, 0.1989], [3.0206, -3.1238, 2.2300], [1.8173, -5.2777, 2.4117], [0.7459, -4.7355, 4.0800], [0.1288, -6.1695, 3.2274], [-1.0971, -3.8124, 2.7765], [-0.6885, -4.8240, 1.3712]],
  "forces_ev_per_angstrom": [[0.830, -0.482, 0.077], [-0.200, 0.108, -0.738], [0.620, -0.036, 0.276], [-0.131, -0.367, -0.220], [-0.388, -0.024, 1.093], [0.062, 0.630, -0.436], [-0.616, -0.594, -0.234], [-0.293, 0.255, 0.422], [0.744, 0.163, 0.180], [-0.187, -0.108, -0.156], [0.161, -0.284, -1.030], [0.362, -0.241, 1.147], [-0.678, 0.005, -1.166], [0.968, 1.008, 0.183], [0.311, 0.145, -1.146], [0.355, 0.730, 0.447], [0.086, -0.587, -0.167], [-0.465, 0.253, 0.033], [0.371, -0.113, 0.035], [-0.037, 0.129, 0.382], [-0.165, 0.066, -0.145], [-0.256, 0.128, 0.157], [0.436, -0.299, -0.443], [-0.375, 0.076, 0.146], [-0.042, 0.104, 0.113], [-0.194, 0.138, 0.201], [-0.324, 0.100, -0.183], [-0.161, 0.137, 0.054], [-0.065, -0.223, 0.253], [-0.223, 0.403, -0.011], [0.071, -0.018, 0.112], [0.141, -0.010, -0.014], [-0.020, 0.187, 0.069], [0.205, -0.086, 0.097], [0.015, -0.248, -0.122], [0.328, 0.080, -0.148], [-0.221, 0.190, 0.138], [-0.152, -0.180, -0.275], [-0.023, -0.060, 0.086], [-0.117, 0.094, 0.016], [-0.219, 0.181, 0.139], [-0.040, -0.003, 0.062], [-0.121, 0.084, -0.232], [0.273, -0.153, 0.131], [0.166, -0.086, 0.096], [-0.026, -0.195, -0.090], [-0.323, -0.079, 0.314], [-0.171, 0.061, -0.047], [-0.032, -0.101, -0.082], [-0.081, -0.009, 0.070], [-0.120, -0.019, -0.192], [-0.007, 0.041, -0.077], [0.099, -0.076, -0.032], [0.106, 0.007, 0.165], [0.171, -0.037, -0.112], [-0.068, 0.196, 0.413], [-0.215, -0.332, -0.300], [0.206, -0.045, 0.308], [-0.317, -0.115, 0.204], [0.173, 0.017, -0.004], [-0.271, -0.693, 0.662], [-0.160, 0.067, -0.359], [-0.040, 0.006, -0.006], [0.181, -0.086, -0.133], [0.128, 0.228, -0.022], [-0.025, -0.029, 0.042]],
  "homo_energy_ev": -8.7918,
  "orbital_gap_ev": 9.19
}



Record 2
{
  "formula": "C12H28BLaN2O2P2",
  "method": "ωB97M-V/def2-TZVPD",
  "elements": ["C", "C", "N", "C", "C", "C", "C", "P", "La", "P", "C", "O", "O", "H", "H", "H", "C", "C", "H", "H", "H", "H", "C", "C", "H", "H", "H", "H", "H", "H", "H", "H", "H", "H", "H", "H", "H", "H", "H", "H", "H", "H", "B", "C", "N", "H", "H", "H"],
  "positions_angstrom": [[-0.8376, 1.0568, -3.4462], [-0.9243, 0.5848, -2.1174], [-0.0003, 1.0683, -1.1922], [0.8379, 2.0906, -1.5364], [0.8889, 2.6036, -2.8179], [0.0822, 2.0402, -3.7928], [-1.8339, -0.4699, -1.7012], [-2.7777, -0.5166, -0.2149], [0.4160, -0.9265, 0.2564], [2.2511, 1.4079, 0.8012], [1.7139, 2.6734, -0.4530], [-0.6678, -3.7233, -4.3525], [-0.6631, -3.4809, 0.6024], [-1.4300, 0.5512, -4.1941], [1.6084, 3.4029, -3.0053], [0.1787, 2.3846, -4.8147], [-4.0819, 0.7104, 0.0271], [-3.4227, -2.1969, -0.0253], [2.6003, 3.1772, -0.8820], [1.1145, 3.4019, 0.1187], [-0.3934, -4.6267, -4.0860], [-2.2974, -1.0825, -2.4803], [2.6596, 2.5666, 2.1623], [3.9613, 1.1452, 0.1268], [2.8094, -0.9305, 0.9189], [-0.7702, -3.7647, 1.5359], [-0.1962, -4.2638, 0.2805], [0.0194, -3.1773, -3.8763], [-1.9705, -0.3352, 0.9308], [2.5775, -1.6743, 1.1179], [-4.9951, 0.3669, -0.4863], [-4.3185, 0.8789, 1.0938], [-3.7197, 1.6594, -0.3935], [-4.3665, -2.2715, -0.5773], [-2.6863, -2.9070, -0.4106], [-3.6029, -2.4581, 1.0220], [4.6044, 2.0352, 0.2385], [4.4237, 0.2929, 0.6417], [3.9219, 0.8627, -0.9336], [3.6331, 3.0684, 2.0317], [1.8714, 3.3257, 2.2463], [2.6614, 2.0047, 3.1044], [0.1825, -1.1141, 5.2676], [0.2025, -1.0672, 3.7598], [0.2101, -0.9926, 2.5764], [-0.9755, -0.9510, 5.6379], [0.8931, -0.2151, 5.6943], [0.6082, -2.2149, 5.5966]],
  "forces_ev_per_angstrom": [[0.448, -0.125, 0.160], [1.012, 0.650, -0.180], [-0.218, 0.013, -0.506], [-0.239, 0.142, -0.356], [0.559, 0.143, 1.049], [-0.716, -0.454, -0.437], [-0.277, -0.269, 1.248], [1.209, -0.377, -1.071], [-0.348, 0.379, -1.460], [0.224, 1.066, -0.653], [-0.267, -0.287, 0.107], [1.518, -0.031, 1.177], [0.228, -1.117, 0.987], [-0.211, 0.193, -0.130], [-0.314, -0.242, -0.193], [-0.161, -0.111, -0.043], [-0.424, 0.175, 0.510], [-0.505, 0.031, -0.213], [-0.499, -0.116, 0.184], [0.163, -0.117, -0.236], [-0.398, 0.660, -0.363], [0.196, 0.148, 0.225], [0.048, 0.024, 0.638], [0.310, -0.295, 0.113], [-0.454, -1.178, 0.244], [-0.180, 0.747, -0.343], [0.091, 0.364, -0.533], [-1.136, -0.589, -0.765], [0.119, 0.438, 0.104], [0.687, 0.539, -0.331], [0.360, 0.269, 0.039], [0.141, -0.176, -0.386], [-0.188, -0.322, 0.022], [0.137, -0.169, 0.077], [-0.177, 0.254, -0.055], [-0.039, 0.278, -0.111], [-0.270, -0.333, -0.065], [0.123, 0.302, -0.009], [-0.136, 0.113, 0.147], [-0.381, -0.198, 0.000], [0.137, -0.221, -0.018], [0.128, 0.200, -0.112], [-0.019, -0.141, 1.539], [-0.024, 0.331, -3.478], [-0.303, -0.575, 3.825], [0.243, -0.079, -0.164], [-0.091, -0.161, -0.154], [-0.105, 0.226, -0.029]],
  "e_above_lowest_kcal_mol": 48.67,
  "homo_energy_ev": [-4.1214, -3.8286],
  "orbital_gap_ev": [3.82, 3.46]
}